# 1
Below is 2 unconnected molecules or ions with the total composition C4H12NO2, with properties calculated with ωB97M-V with the def2-TZVPD basis set.

Geometry as XYZ:
```
19
Properties=species:S:1:pos:R:3:mulliken_charge:R:1
C 0.16016 2.50214 -1.23652 -0.8154
N 0.55640 1.21810 -0.52740 -0.0249
C 1.00652 0.17768 -1.53502 -0.9814
C -0.29084 0.67529 0.52100 -0.4378
C 0.08325 -0.85986 0.70583 -0.4109
O -0.89274 -1.35405 1.52435 -0.9286
H 0.15425 3.29845 -0.47420 0.2956
H -0.93920 2.43210 -1.78735 0.2475
H 0.83988 2.78807 -2.17387 0.2624
H 0.23554 -0.61159 -1.80737 0.3267
H 1.95530 -0.27656 -1.28235 0.2413
H 1.10810 0.80176 -2.48420 0.3369
H -0.22337 1.37640 1.35169 0.2392
H -1.32708 0.68403 0.09277 0.2375
H 1.11154 -1.08942 1.16144 0.1711
H 0.33428 -1.51426 -0.15439 0.1928
H -0.99105 -3.62647 3.36816 0.2593
H -1.43278 -2.84974 2.19379 0.4703
O -1.44816 -3.77205 2.54364 -0.6817
```

The orbital gap comes out at 6.4 eV. Its max |F| is 3.63 eV/A. As for the relative energy (zero: lowest compared OMol25 entry of this formula, charge and spin): 257.0 kJ/mol. Its net charge is -1.

# 2
Below is C4H6FNS2 in the gas phase, with properties calculated with ωB97M-V with the def2-TZVPD basis set.

Geometry as XYZ:
```
14
Properties=species:S:1:pos:R:3:mulliken_charge:R:1
N -1.84757 -0.11179 -0.21659 -0.5529
C -0.87855 0.61627 0.53822 -0.3139
C 0.27634 1.41607 -0.01665 -0.8435
C 0.54320 0.12854 0.72415 0.6962
F 1.01647 0.30719 1.99881 -0.2973
C 1.06908 -1.13329 0.10773 0.1636
S 1.64618 -2.35341 0.99291 -0.2148
S 1.02647 -1.13247 -1.65537 -0.2390
H -1.44461 -0.53810 -1.05247 0.2549
H -2.57269 0.51547 -0.52456 0.2601
H -1.26772 0.97670 1.46673 0.4112
H 0.57722 2.28798 0.49544 0.3009
H 0.46624 1.41352 -1.08460 0.2143
H 1.38995 -2.39267 -1.77376 0.1601
```

The structure (SMILES) is N[C@@H]1C[C@]1(F)C(=S)S. The orbital gap comes out at 8.5 eV. Its max |F| is 1.14 eV/A. As for the relative energy (zero: lowest compared OMol25 entry of this formula, charge and spin): 117.3 kJ/mol.

- Among the records above, which one has the lowest orbital gap?
  C4H12NO2